ORCA calculation (wB97M-V/def2-TZVPD) on one molecule with the formula C17H25N3O4S2.

Output
**Lowest unoccupied orbital energy**: 0.6 eV
**Relative energy (zero: lowest compared OMol25 entry of this formula, charge and spin)**: 4.5 kcal/mol
**Frontier orbital gap**: 8.3405 eV
**DFT total energy**: -1924.428021 a.u.
**Net charge**: 0
**SMILES string**: COCCn1c(SCC(=O)NC[C@@H]2CCCO2)nc2c(c1=O)S[C@@H](C)C2

Last column: natural (NBO) charge in e.
Element x y z (Å)
C: -2.71676 -4.57023 -2.96708  -0.243
O: -1.57395 -3.94356 -2.44600  -0.547
C: -0.80189 -4.79558 -1.63217  -0.071
C: 0.41298 -4.02042 -1.12401  -0.243
N: -0.01218 -2.85459 -0.37521  -0.418
C: -0.13665 -1.63622 -0.95198  0.342
S: 0.34431 -1.45033 -2.62557  0.298
C: -0.35290 0.18185 -3.03610  -0.612
C: 0.60951 1.34214 -2.80157  0.664
O: 1.04701 2.00837 -3.71596  -0.629
N: 0.90784 1.53489 -1.50706  -0.637
C: 1.72611 2.63150 -1.05802  -0.250
C: 0.92472 3.58343 -0.15236  0.095
C: 1.72359 4.83400 0.22392  -0.428
C: 2.47171 4.36989 1.47199  -0.436
C: 1.46953 3.40448 2.10896  -0.070
O: 0.60319 2.94742 1.07815  -0.553
N: -0.57022 -0.58001 -0.32464  -0.580
C: -0.94734 -0.71933 0.96006  0.249
C: -0.87249 -1.91159 1.62038  -0.346
C: -0.39520 -3.09645 0.96738  0.635
O: -0.29305 -4.21079 1.43586  -0.613
S: -1.42818 -1.85024 3.27240  0.268
C: -1.46644 0.00745 3.22656  -0.297
C: -0.24060 0.53820 3.95107  -0.618
C: -1.49635 0.42304 1.75287  -0.469
H: -3.38210 -4.91461 -2.16563  0.168
H: -2.44697 -5.42902 -3.59364  0.166
H: -3.22967 -3.82592 -3.57240  0.196
H: -0.45940 -5.67165 -2.20282  0.175
H: -1.39516 -5.14874 -0.77560  0.188
H: 1.03723 -3.70022 -1.95827  0.221
H: 0.97968 -4.66025 -0.44315  0.251
H: -0.59025 0.12998 -4.09809  0.256
H: -1.25743 0.29801 -2.44143  0.261
H: 0.42495 0.97142 -0.81044  0.434
H: 2.06915 3.16106 -1.94980  0.236
H: 2.58868 2.24267 -0.50732  0.191
H: -0.02120 3.82225 -0.65136  0.193
H: 1.04191 5.64773 0.47284  0.212
H: 2.38464 5.15705 -0.57563  0.222
H: 3.38727 3.84743 1.19525  0.205
H: 2.72721 5.18832 2.14061  0.221
H: 0.85792 3.91217 2.86568  0.172
H: 1.95633 2.54280 2.57605  0.183
H: -2.37337 0.30528 3.75330  0.223
H: 0.66382 0.21622 3.43930  0.211
H: -0.26247 1.62576 3.97228  0.207
H: -0.21196 0.16598 4.97235  0.219
H: -2.51859 0.62162 1.41835  0.230
H: -0.90649 1.32732 1.58768  0.264

ORCA calculation (wB97M-V/def2-TZVPD) on a 2-piece molecular cluster, C17H25N5O5S overall.

Output
**Lowest unoccupied orbital energy**: 0.4 eV
**Frontier orbital gap**: 9.4560 eV
**DFT total energy**: -1710.960112 a.u.
**Net charge**: 0
**SMILES string**: CNS(=O)(=O)c1cnn(-c2ccccc2)c1C.CNC(=O)[C@H](CO)NC(C)=O

Last column: natural (NBO) charge in e.
Element x y z (Å)
C: 2.03604 3.67398 5.24825  -0.435
N: 0.67441 3.59409 4.70863  -0.843
S: -0.26867 2.31213 5.28455  2.266
O: -1.58963 2.46494 4.67139  -0.931
O: -0.27495 2.39517 6.74705  -0.936
C: 0.61634 0.88147 4.68825  -0.476
C: 1.42638 0.10613 5.56809  -0.007
N: 1.95849 -0.89907 4.91839  -0.242
N: 1.52140 -0.80278 3.62227  -0.208
C: 1.84073 -1.76050 2.64395  0.202
C: 2.12862 -1.40520 1.31369  -0.239
C: 2.42661 -2.38210 0.35831  -0.193
C: 2.44947 -3.73109 0.72085  -0.210
C: 2.18318 -4.10039 2.04180  -0.202
C: 1.88839 -3.11981 2.99524  -0.229
C: 0.67175 0.29813 3.46194  0.238
C: -0.09656 0.71350 2.23400  -0.665
H: 2.61762 2.78636 4.97780  0.211
H: 2.01900 3.76187 6.34017  0.200
H: 2.54674 4.55223 4.84040  0.213
H: 0.14204 4.42684 4.92211  0.396
H: 1.57597 0.31191 6.62492  0.238
H: 2.13927 -0.36514 1.00890  0.219
H: 2.63508 -2.08864 -0.66713  0.229
H: 2.67769 -4.48973 -0.02215  0.217
H: 2.20720 -5.14735 2.33007  0.220
H: 1.68330 -3.41162 4.02146  0.234
H: 0.57528 1.17311 1.50546  0.228
H: -0.87499 1.43897 2.47802  0.265
H: -0.57550 -0.15863 1.77932  0.239
C: -2.70969 -2.25914 -6.34404  -0.414
N: -2.34460 -1.14431 -5.47109  -0.596
C: -1.52944 -1.24827 -4.41268  0.661
O: -1.05767 -2.32933 -4.06855  -0.657
C: -1.24353 0.02985 -3.59485  -0.161
C: -0.95388 -0.26916 -2.11732  -0.054
O: 0.20199 -1.06961 -2.00003  -0.734
N: -2.32348 1.02870 -3.70008  -0.621
C: -2.38358 2.08194 -4.51372  0.664
C: -1.22016 2.40824 -5.42800  -0.720
O: -3.38507 2.77524 -4.53793  -0.619
H: -1.80831 -2.71594 -6.75876  0.213
H: -3.34135 -1.90563 -7.16054  0.212
H: -3.25103 -3.01613 -5.77251  0.212
H: -2.74529 -0.23962 -5.66752  0.406
H: -0.32706 0.45486 -4.00205  0.235
H: -0.79001 0.66675 -1.58095  0.190
H: -1.80423 -0.78951 -1.67370  0.166
H: 0.03017 -1.87971 -2.50899  0.501
H: -3.13576 0.90616 -3.11334  0.413
H: -0.35189 2.66853 -4.82514  0.231
H: -0.99511 1.55589 -6.06520  0.220
H: -1.49177 3.26141 -6.04901  0.252

ORCA calculation (wB97M-V/def2-TZVPD) on C17H25NO4 as an isolated structure.

Output
**Lowest unoccupied orbital energy**: 0.6 eV
**Relative energy (zero: lowest compared OMol25 entry of this formula, charge and spin)**: 436.8 kcal/mol
**Frontier orbital gap**: 8.0565 eV
**DFT total energy**: -1017.857117 a.u.
**Net charge**: 0

Last column: natural (NBO) charge in e.
Element x y z (Å)
C: -4.97361 -2.63686 0.33412  -0.633
C: -5.19002 -1.26729 -0.31218  -0.091
H: -5.60179 -0.52810 0.44955  0.196
H: -5.98425 -1.35408 -1.17424  0.171
O: -4.14905 -0.80736 -0.99311  -0.506
C: -3.43457 -0.07458 0.07286  0.807
O: -3.70998 -0.01495 1.36226  -0.602
C: -2.21053 0.62736 -0.84605  -0.122
N: -1.00456 0.06423 -0.30402  -0.436
C: -0.57749 0.51429 1.09776  -0.233
C: -0.60755 2.28778 1.18075  -0.427
C: -1.99936 2.75724 0.62610  -0.343
C: -2.22416 1.96684 -0.77815  -0.454
H: -3.22313 2.57019 -0.92161  0.245
H: -1.54259 2.52863 -1.51939  0.233
H: -2.73316 2.30881 1.56035  0.202
H: -1.83173 3.59109 0.77649  0.159
H: -0.35118 2.34914 2.26112  0.214
H: 0.35167 2.55428 0.44232  0.192
H: 0.30777 0.16918 1.52316  0.210
H: -1.43375 0.20751 1.70732  0.206
C: 0.02247 0.22343 -1.01829  -0.233
C: 1.33585 -0.52127 -0.62687  -0.092
C: 1.16428 -1.95151 -0.29259  -0.222
C: 2.30428 -2.55717 -0.25401  -0.176
C: 3.59084 -2.06638 0.23761  -0.354
C: 3.65449 -0.90550 0.05699  0.292
C: 2.58749 0.18219 -0.46222  0.331
O: 2.47320 1.33757 -0.53522  -0.452
C: 3.78167 2.00099 -0.91828  -0.273
H: 4.39173 2.32584 -0.16804  0.201
H: 4.28276 1.46130 -1.86835  0.212
H: 3.46385 3.03752 -1.38686  0.191
O: 4.77795 -0.16395 0.32471  -0.560
C: 5.87448 -0.82013 0.83256  -0.293
H: 6.73312 0.19064 1.01347  0.192
H: 6.27835 -1.49588 -0.06464  0.204
H: 5.68762 -1.22106 2.05081  0.197
H: 4.32025 -2.62528 0.63132  0.235
H: 2.10947 -3.66310 0.24573  0.169
H: 0.35866 -2.55318 -0.49623  0.222
H: -0.35185 -0.26417 -1.86177  0.183
H: 0.33768 1.11871 -1.36619  0.155
H: -2.34803 0.14376 -1.73859  0.237
H: -6.04261 -3.04838 0.52804  0.224
H: -4.41700 -3.32268 -0.53248  0.197
H: -4.24798 -2.65569 1.12397  0.225

ORCA calculation (wB97M-V/def2-TZVPD) on a 3-piece molecular cluster, C17H26BClO10PS2 overall.

Output
**Lowest unoccupied orbital energy**: 1.5 eV
**Frontier orbital gap**: 5.6659 eV
**DFT total energy**: -3038.307187 a.u.
**Net charge**: -1

Last column: natural (NBO) charge in e.
Element x y z (Å)
C: 2.26544 -0.21046 4.36164  -0.342
C: 1.07993 -0.71282 4.03914  -0.183
B: -0.44885 -0.91669 3.41082  -0.203
C: -0.79877 0.19893 2.25361  -0.666
C: 0.29141 1.40427 2.14698  0.080
C: 1.21578 1.59076 0.86571  -0.249
C: 2.26487 2.78696 0.78225  -0.225
C: 2.44797 3.84384 1.95630  -0.287
C: 1.50653 3.67868 3.21143  -0.021
C: 1.54727 4.66469 4.51030  -0.652
C: 0.48396 2.49490 3.28161  -0.248
C: -1.46835 -0.92740 4.70219  -0.337
Cl: -0.93349 0.32235 5.98735  -0.140
C: -3.04122 -0.82996 4.33124  -0.425
C: -3.78927 0.27191 5.28838  -0.623
P: -0.39419 -2.68646 2.58064  1.106
O: -0.03859 -3.82291 3.86431  -1.004
O: 1.10946 -2.64130 1.67441  -0.991
H: 3.23403 0.07455 4.89754  0.235
H: -0.73394 -0.36087 1.23078  0.225
H: -1.81767 0.71469 2.36490  0.227
H: 1.13058 0.85210 -0.03370  0.219
H: 2.94408 2.89739 -0.14442  0.219
H: 3.21487 4.69647 1.93545  0.210
H: 2.30506 5.51672 4.38425  0.208
H: 1.88146 4.05791 5.44455  0.220
H: 0.48049 5.04954 4.76044  0.218
H: -0.19038 2.39707 4.20143  0.229
H: -1.32299 -1.96063 5.22306  0.214
H: -3.26402 -0.67298 3.21661  0.213
H: -3.53885 -1.84355 4.62017  0.199
H: -4.92962 0.18442 5.05897  0.185
H: -3.46302 1.34744 5.06667  0.216
H: -3.69613 -0.00961 6.41371  0.215
H: 0.50445 -3.37839 4.56760  0.476
H: 1.79359 -2.86754 2.36548  0.477
C: 1.42695 -1.67343 -3.45206  -0.108
C: 1.99518 -0.96334 -4.67273  -0.102
O: 1.65221 0.41027 -4.49601  -0.687
S: 1.63958 0.75113 -2.90632  2.510
O: 2.90099 1.34504 -2.56688  -0.892
O: 0.38152 1.35480 -2.58269  -0.873
O: 1.63672 -0.77694 -2.36040  -0.665
H: 0.35253 -1.83728 -3.55601  0.219
H: 1.92234 -2.62709 -3.26216  0.208
H: 1.58228 -1.34635 -5.60669  0.208
H: 3.08684 -1.03828 -4.70006  0.183
C: -2.06794 -0.88357 -8.23128  -0.102
C: -0.89026 -1.74945 -8.65561  -0.102
O: -0.32632 -2.23126 -7.43653  -0.684
S: -1.51245 -2.41438 -6.34031  2.514
O: -1.91125 -3.79165 -6.33558  -0.878
O: -1.14128 -1.70682 -5.15081  -0.885
O: -2.65281 -1.55911 -7.11792  -0.673
H: -1.73234 0.10144 -7.89412  0.198
H: -2.80029 -0.76268 -9.03100  0.211
H: -0.14895 -1.19172 -9.22891  0.214
H: -1.22507 -2.61340 -9.23773  0.191

ORCA calculation (wB97M-V/def2-TZVPD) on a 5-piece molecular cluster, C17H26Cl2O8 overall.

Output
**<S²>**: 0.756
**Lowest unoccupied orbital energy (alpha / beta)**: -4.0 / -9.2 eV
**Frontier orbital gap (alpha / beta)**: 7.8120 / 2.6923 eV
**DFT total energy**: -2185.288269 a.u.
**Net charge**: +1
**2S+1**: 2

Last column: Löwdin spin population.
Element x y z (Å)
O: 3.19069 9.97687 -23.56488  0.767
C: 4.24628 9.37587 -23.39757  0.087
O: 5.01826 9.28606 -24.38535  0.029
C: 6.26733 8.83003 -24.08433  0.006
C: 6.10078 8.17236 -22.71541  0.026
C: 4.88255 8.83767 -22.08512  0.076
H: 6.91971 9.70323 -24.08039  -0.001
H: 6.68594 8.13467 -24.81189  0.001
H: 7.03466 8.36546 -22.18751  0.007
H: 6.03818 7.09070 -22.83452  0.001
H: 4.98841 9.62828 -21.34227  0.000
H: 4.14241 8.18740 -21.61881  -0.001
O: -3.30667 13.38698 -21.94924  0.000
C: -2.83499 12.74891 -21.01774  0.000
O: -2.61664 13.27999 -19.77752  0.000
C: -1.90742 12.36374 -18.91893  0.000
C: -1.07646 11.49277 -19.90683  0.000
C: -2.00773 11.44037 -21.20847  0.000
H: -2.60610 11.87946 -18.23672  0.000
H: -1.17948 12.85913 -18.27644  0.000
H: -1.02880 10.47790 -19.51203  0.000
H: -0.14563 12.03898 -20.05951  0.000
H: -2.75871 10.65074 -21.18392  0.000
H: -1.52738 11.56302 -22.17920  0.000
O: 4.76861 11.16078 -19.47623  0.000
C: 4.14677 11.97976 -18.84105  0.000
O: 2.90435 12.35374 -19.29171  0.000
C: 2.33034 13.35127 -18.52278  0.000
C: 3.07092 13.25948 -17.13187  0.000
C: 4.44606 12.72732 -17.53049  0.000
H: 1.24192 13.38942 -18.47802  0.000
H: 2.64485 14.31623 -18.92032  0.000
H: 2.51503 12.52573 -16.54817  0.000
H: 2.91635 14.18885 -16.58372  0.000
H: 5.00611 12.13800 -16.80444  0.000
H: 5.07332 13.55113 -17.87106  0.000
O: 1.80495 9.03168 -14.42811  0.000
C: 1.05540 9.72553 -13.76776  0.000
O: 0.51436 9.20336 -12.64287  0.000
C: -0.43111 10.08839 -12.07877  0.000
C: -0.23992 11.48579 -12.79653  0.000
C: 0.67441 11.17938 -13.99307  0.000
H: -0.35470 10.23454 -11.00131  0.000
H: -1.46147 9.79329 -12.27721  0.000
H: 0.21910 12.30553 -12.24388  0.000
H: -1.11462 11.84496 -13.33876  0.000
H: 1.59744 11.75605 -13.93344  0.000
H: 0.33704 11.51926 -14.97223  0.000
C: 4.87933 16.69725 -16.48398  0.000
Cl: 6.22701 17.01634 -15.32267  0.000
Cl: 5.54665 16.34163 -18.14255  0.000
H: 4.29655 15.81972 -16.20398  0.000
H: 4.41391 17.68037 -16.55436  0.000

Question: The lowest net charge belongs to which entry?
Answer: C17H26BClO10PS2

Question: net charge of number 4 (C17H26BClO10PS2)?
Answer: -1